C43H49FN5OsPS2Si | ωB97M-V/def2-TZVPD

```
103
Properties=species:S:1:pos:R:3:lowdin_spin:R:1
Os -0.252 -0.463 -1.600 2.55
C -4.515 -1.060 -0.477 0.01
Si -2.880 -1.896 -0.462 0.04
C -1.643 -1.278 0.788 0.05
C -2.948 -3.722 -0.311 0.01
N -2.059 -1.427 -2.002 0.42
C -2.520 -1.677 -3.261 0.04
C -3.670 -2.459 -3.585 0.09
C -4.074 -2.691 -4.851 0.00
C -3.385 -2.166 -5.937 0.15
C -2.284 -1.349 -5.673 -0.01
C -1.847 -1.139 -4.383 0.11
F -0.737 -0.376 -4.176 0.08
H -5.125 -1.146 0.453 0.00
H -5.194 -1.283 -1.281 0.00
H -4.201 -0.017 -0.584 0.00
H -2.166 -1.161 1.786 0.01
H -1.198 -0.271 0.639 0.02
H -0.825 -2.020 0.948 0.00
H -3.473 -4.109 0.548 0.00
H -1.914 -4.098 -0.284 0.00
H -3.453 -4.110 -1.204 0.00
H -4.189 -2.896 -2.746 0.00
H -4.960 -3.305 -4.972 0.00
H -3.678 -2.328 -6.975 0.01
H -1.753 -0.882 -6.489 0.00
C 4.129 3.571 -2.829 0.00
C 3.611 2.448 -3.487 0.00
C 2.875 1.497 -2.808 0.01
C 2.586 1.727 -1.447 0.01
C 3.136 2.803 -0.754 0.00
C 3.920 3.714 -1.458 0.00
P 1.713 0.412 -0.568 0.03
C 1.366 1.001 1.066 0.01
C 1.972 0.527 2.196 0.00
C 1.760 1.215 3.362 0.00
C 0.944 2.330 3.427 0.00
C 0.316 2.784 2.271 0.00
C 0.520 2.132 1.095 0.00
C 2.815 -1.016 -0.569 0.00
C 4.117 -0.984 -0.070 0.02
C 4.894 -2.163 -0.174 -0.01
C 4.349 -3.321 -0.689 0.02
C 3.022 -3.337 -1.262 0.00
C 2.497 -4.493 -1.942 0.11
C 1.256 -4.444 -2.519 0.00
C 0.461 -3.286 -2.430 0.10
C 0.912 -2.101 -1.849 0.01
C 2.257 -2.158 -1.247 0.03
H 4.790 4.251 -3.363 0.00
H 3.887 2.321 -4.541 0.00
H 2.479 0.632 -3.309 0.00
H 2.902 2.976 0.298 0.00
H 4.379 4.552 -0.945 0.00
H 2.589 -0.346 2.181 0.00
H 2.293 0.894 4.235 0.00
H 0.827 2.851 4.373 0.00
H -0.272 3.708 2.310 0.00
H 0.076 2.465 0.164 0.00
H 4.508 -0.066 0.361 0.00
H 5.897 -2.174 0.221 0.00
H 4.902 -4.250 -0.618 0.00
H 3.111 -5.374 -1.971 0.01
H 0.847 -5.330 -2.961 0.00
H -0.541 -3.333 -2.832 0.01
C 0.238 3.523 -2.893 0.00
N -0.605 3.931 -1.750 0.00
C -0.030 4.965 -0.876 0.00
C -1.797 3.338 -1.545 0.01
S -1.978 1.604 -1.740 0.04
N -2.883 4.022 -1.251 0.01
C -2.898 5.483 -1.405 0.00
C -4.177 3.408 -1.023 0.00
H -0.295 3.869 -3.780 0.00
H 0.397 2.467 -3.015 0.00
H 1.190 4.057 -2.902 0.00
H 1.006 4.660 -0.680 0.00
H -0.582 4.941 0.088 0.00
H -0.070 5.996 -1.303 0.00
H -2.078 5.778 -2.091 0.00
H -2.806 5.977 -0.438 0.00
H -3.867 5.705 -1.853 0.00
H -4.147 2.712 -0.199 0.00
H -4.538 2.975 -1.944 0.00
H -4.884 4.180 -0.749 0.00
N 2.123 -3.520 4.374 0.00
C 1.251 -2.907 3.583 0.00
S 1.231 -3.183 1.925 0.00
N 0.409 -2.047 4.217 0.00
C 0.371 -1.806 5.652 0.00
C -0.768 -2.200 6.311 0.00
C -0.953 -1.863 7.675 0.00
C 0.052 -1.218 8.390 0.00
C 1.234 -0.879 7.717 0.00
C 1.403 -1.206 6.374 0.00
H 2.774 -4.178 3.974 0.00
H 2.035 -3.500 5.401 0.00
H -0.215 -1.506 3.618 0.00
H -1.579 -2.715 5.771 0.00
H -1.918 -2.116 8.108 0.00
H -0.108 -0.904 9.384 0.00
H 2.000 -0.277 8.180 0.00
H 2.306 -0.872 5.868 0.00
```

Output
- ⟨S²⟩: 6.078
- Maximum force: 1.842 eV Å⁻¹
- Gap between HOMO and LUMO (spin up / spin down): 7.7 / 5.1 eV
- 2S+1: 5
- Energy above the lowest of the compared OMol25 structures with the same formula, charge and spin: 0.000 eV
- Total energy: -96845.6048 eV
- E_LUMO (spin up / spin down): -0.1684 / -0.2630 Ha
- Net charge: +2



C31H52F9N3O3S2 | ωB97M-V/def2-TZVPD

```
100
Properties=species:S:1:pos:R:3:lowdin_charge:R:1
C 6.642 -0.528 -1.451 -0.06
C 6.699 -1.675 -2.479 -0.43
C 8.013 -2.439 -2.300 -0.08
C 5.514 -2.626 -2.381 -0.15
C 4.145 -1.911 -2.580 -0.32
C 3.362 -1.783 -1.262 -0.03
C 3.325 -2.528 -3.689 -0.15
O 2.926 -3.873 -3.411 -0.05
C 1.772 -4.052 -2.721 -0.29
C 0.587 -3.404 -3.061 0.06
C -0.608 -3.544 -2.347 -0.12
C -1.872 -2.806 -2.720 -0.10
C -1.753 -1.847 -3.907 -0.07
C -1.173 -0.461 -3.674 -0.44
F 0.153 -0.495 -3.418 0.10
F -1.297 0.200 -4.863 0.11
C -1.957 0.428 -2.646 -0.42
F -2.101 1.654 -3.155 0.13
F -3.188 -0.075 -2.509 0.13
S -1.170 0.644 -0.925 0.76
F -2.480 0.054 -0.238 -0.14
F -1.827 2.088 -0.819 -0.14
F 0.128 1.288 -1.518 -0.10
F -0.550 -0.803 -0.930 -0.12
F -0.590 0.872 0.527 -0.12
C -0.572 -4.422 -1.276 -0.04
C 0.588 -5.103 -0.926 -0.08
C 1.779 -4.937 -1.623 -0.43
S 3.305 -5.720 -1.166 0.87
C 0.303 -5.946 0.274 -0.41
O 1.022 -6.711 0.834 0.12
N -1.001 -5.631 0.637 0.18
C -1.646 -4.834 -0.318 -0.39
O -2.813 -4.598 -0.304 0.13
H 7.617 -0.390 -0.993 0.07
H 6.384 0.418 -1.920 0.08
H 5.928 -0.703 -0.652 0.07
H 6.662 -1.227 -3.473 0.13
H 8.109 -2.678 -1.243 0.08
H 8.059 -3.337 -2.907 0.07
H 8.836 -1.768 -2.534 0.08
H 5.599 -3.402 -3.142 0.12
H 5.502 -3.114 -1.408 0.11
H 4.368 -0.893 -2.907 0.14
H 2.300 -1.639 -1.468 0.07
H 3.697 -0.954 -0.652 0.07
H 3.421 -2.713 -0.702 0.07
H 3.944 -2.584 -4.581 0.14
H 2.490 -1.872 -3.933 0.11
H 0.610 -2.758 -3.919 0.10
H -2.291 -2.331 -1.840 0.11
H -2.611 -3.555 -3.000 0.14
H -2.735 -1.684 -4.337 0.14
H -1.134 -2.290 -4.678 0.13
H 2.824 -6.939 -0.903 -0.12
H -1.562 -6.374 1.035 0.17
C -2.147 -0.672 7.259 -0.09
C -1.946 -1.479 5.986 -0.28
N -3.002 -1.280 5.012 -0.20
C -2.973 -2.237 3.920 -0.24
C -1.759 -2.206 2.983 -0.07
C -3.251 0.095 4.623 -0.24
C -2.088 0.885 4.006 -0.08
H -3.123 -0.878 7.700 0.08
H -1.381 -0.938 7.988 0.07
H -2.068 0.401 7.082 0.06
H -1.938 -2.539 6.253 0.12
H -0.947 -1.255 5.580 0.10
H -3.885 -2.116 3.329 0.11
H -3.046 -3.239 4.355 0.11
H -1.794 -1.356 2.304 0.04
H -1.749 -3.106 2.364 0.06
H -0.824 -2.183 3.545 0.07
H -3.612 0.640 5.499 0.10
H -4.094 0.102 3.927 0.11
H -1.152 0.750 4.550 0.07
H -2.322 1.952 4.023 0.07
H -1.924 0.614 2.965 0.04
C -1.176 4.971 1.719 -0.08
C -1.934 6.283 1.593 -0.27
N -1.496 7.085 0.467 -0.20
C -2.009 8.443 0.491 -0.25
C -3.523 8.649 0.361 -0.09
C -1.518 6.417 -0.823 -0.25
C -2.853 5.843 -1.317 -0.08
H -0.099 5.142 1.770 0.08
H -1.478 4.456 2.632 0.07
H -1.382 4.299 0.886 0.05
H -1.767 6.865 2.503 0.12
H -3.013 6.063 1.561 0.10
H -1.504 9.015 -0.292 0.11
H -1.684 8.896 1.433 0.11
H -3.872 8.487 -0.658 0.05
H -3.776 9.678 0.625 0.07
H -4.086 7.994 1.026 0.07
H -0.790 5.603 -0.793 0.10
H -1.127 7.112 -1.570 0.11
H -3.384 5.304 -0.531 0.07
H -2.669 5.137 -2.129 0.07
H -3.514 6.616 -1.708 0.05
```

Output
- Maximum force: 2.041 eV Å⁻¹
- Gap between HOMO and LUMO: 7.6 eV
- SMILES: CC(C)C[C@H](C)COc1cc(CCC(F)(F)C(F)(F)S(F)(F)(F)(F)F)c2c(c1S)C(=O)NC2=O.CCN(CC)CC.CCN(CC)CC
- 2S+1: 1
- Total energy: -89730.1304 eV
- E_LUMO: -0.0160 Ha



C4H9N | ωB97M-V/def2-TZVPD

```
14
Properties=species:S:1:pos:R:3:lowdin_charge:R:1
C 1.042 0.514 -1.876 -0.11
N 0.581 0.245 -0.467 -0.18
C -0.264 -0.891 -0.042 -0.25
C -0.882 0.598 1.981 -0.01
C -1.173 -0.519 1.170 -0.14
H 2.176 0.394 -1.778 0.08
H 0.686 -0.390 -2.465 0.08
H 0.729 1.545 -2.154 0.07
H 1.287 0.519 0.208 0.08
H 0.325 -1.776 0.303 0.11
H -0.849 -1.066 -0.909 0.08
H -1.301 0.465 2.949 0.02
H -0.107 1.334 1.825 0.03
H -2.251 -0.973 1.254 0.12
```

Output
- Maximum force: 4.446 eV Å⁻¹
- Gap between HOMO and LUMO: 9.4 eV
- SMILES: C=CCNC
- 2S+1: 1
- Energy above the lowest of the compared OMol25 structures with the same formula, charge and spin: 2.362 eV
- Total energy: -5781.4496 eV
- E_LUMO: 0.0418 Ha



C35H71FN3O15S5 | ωB97M-V/def2-TZVPD

```
130
Properties=species:S:1:pos:R:3:lowdin_charge:R:1
C 12.359 -18.425 35.633 0.03
C 12.409 -19.909 35.082 -0.28
O 13.399 -20.616 35.220 0.11
N 11.137 -20.518 34.407 0.02
H 10.377 -20.336 35.019 -0.01
H 10.962 -19.796 33.568 0.09
C 11.232 -21.967 34.024 0.02
H 13.204 -18.139 35.964 -0.01
H 11.743 -18.455 36.696 0.18
H 12.226 -17.775 34.796 0.03
H 11.141 -22.573 35.003 0.14
H 12.056 -22.159 33.453 0.06
H 10.306 -22.071 33.558 0.06
C 11.395 -17.710 29.338 0.01
C 12.329 -17.296 30.425 -0.37
O 13.517 -17.425 30.261 0.15
N 11.804 -16.615 31.764 0.05
H 10.872 -16.092 31.569 0.22
H 11.434 -17.561 32.062 0.05
C 12.845 -16.056 32.659 0.01
H 11.013 -16.724 28.727 0.16
H 10.687 -18.314 29.908 0.07
H 11.746 -18.401 28.573 0.10
H 13.266 -15.091 32.369 0.12
H 13.518 -16.696 32.907 0.03
H 12.245 -15.839 33.629 0.11
C 7.038 -19.226 33.147 0.03
C 7.441 -17.961 33.798 -0.32
O 6.699 -17.001 33.679 0.10
N 8.760 -17.787 34.590 0.04
H 8.878 -18.590 35.253 0.07
H 9.639 -17.956 33.883 0.14
C 8.816 -16.662 35.477 -0.05
H 6.835 -19.877 33.859 0.01
H 7.924 -19.590 32.613 0.08
H 6.147 -19.243 32.342 0.15
H 8.572 -15.750 35.035 0.07
H 9.634 -16.514 36.172 0.09
H 8.191 -16.949 36.278 0.08
O 10.612 -18.599 32.791 -0.25
H 10.050 -19.166 32.345 -0.03
O 9.147 -20.075 35.892 -0.31
H 8.572 -20.631 36.320 -0.10
F 6.987 -16.153 39.942 0.04
C 6.640 -15.237 38.976 -0.30
C 7.027 -13.914 39.112 -0.01
C 6.744 -12.991 38.055 -0.09
C 6.029 -13.374 36.943 -0.14
C 5.688 -14.676 36.791 -0.11
C 5.956 -15.609 37.844 -0.04
H 7.648 -13.606 40.067 0.16
H 7.230 -12.078 38.086 0.07
H 5.759 -12.552 36.168 0.13
H 5.142 -15.225 35.822 0.16
H 5.750 -16.794 37.586 0.17
C 4.779 -13.407 31.725 -0.21
C 5.229 -14.836 31.551 -0.24
C 4.018 -15.671 31.478 -0.22
S 3.022 -14.942 32.753 0.62
O 3.147 -15.764 33.951 -0.32
O 1.769 -14.808 32.184 -0.28
C 3.711 -13.292 32.905 -0.16
H 4.370 -12.956 30.909 0.08
H 5.650 -12.804 31.913 0.11
H 5.833 -15.063 32.389 0.09
H 5.779 -14.814 30.740 0.06
H 4.156 -16.703 31.721 0.10
H 3.534 -15.605 30.549 0.10
H 4.515 -13.306 33.869 0.16
H 2.932 -12.580 32.783 0.09
C 6.135 -22.312 35.151 -0.13
C 5.612 -23.639 35.739 -0.24
C 6.258 -24.651 35.098 -0.35
S 7.775 -24.212 34.489 0.63
O 8.152 -24.976 33.322 -0.31
O 8.730 -24.128 35.548 -0.29
C 7.250 -22.555 34.044 -0.18
H 6.615 -21.767 36.056 0.14
H 5.474 -21.680 34.853 0.03
H 4.557 -23.708 35.817 0.13
H 6.084 -23.813 36.680 0.12
H 5.649 -25.053 34.390 0.08
H 6.496 -25.575 35.897 0.20
H 6.932 -22.626 33.004 0.09
H 8.080 -21.929 34.174 0.04
C 10.597 -13.018 38.603 -0.17
C 10.254 -12.280 37.390 -0.29
C 10.430 -13.165 36.312 -0.28
S 11.993 -13.946 36.487 0.70
O 13.156 -13.085 36.285 -0.31
O 11.981 -15.350 36.083 -0.36
C 11.815 -14.031 38.253 -0.18
H 9.798 -13.455 39.128 0.06
H 11.044 -12.220 39.402 0.17
H 10.852 -11.372 37.155 0.15
H 9.324 -11.908 37.433 0.07
H 10.340 -12.632 35.341 0.14
H 9.660 -13.871 36.249 0.08
H 12.664 -13.720 38.994 0.15
H 11.566 -15.068 38.311 0.07
C 5.131 -24.826 30.433 -0.21
C 3.605 -24.679 30.611 -0.25
C 3.410 -23.404 31.215 -0.35
S 4.483 -22.295 30.491 0.69
O 5.064 -21.413 31.480 -0.34
O 3.830 -21.832 29.250 -0.32
C 5.739 -23.507 30.077 -0.22
H 5.491 -25.639 29.695 0.16
H 5.468 -25.248 31.321 0.08
H 3.065 -25.553 31.370 0.20
H 2.968 -24.574 29.701 0.13
H 3.524 -23.487 32.341 0.14
H 2.378 -23.029 31.087 0.13
H 6.836 -23.423 30.483 0.15
H 6.005 -23.315 29.081 0.08
C 6.242 -16.723 27.661 -0.20
C 5.061 -17.677 27.672 -0.30
C 5.268 -18.681 28.651 -0.26
S 6.956 -19.090 28.402 0.66
O 7.090 -20.067 27.375 -0.30
O 7.671 -19.228 29.666 -0.35
C 7.472 -17.589 27.589 -0.24
H 6.235 -16.101 28.659 0.15
H 6.294 -16.060 26.831 0.11
H 4.832 -18.099 26.699 0.13
H 4.152 -17.101 27.823 0.13
H 4.438 -19.523 28.469 0.17
H 5.299 -18.172 29.683 0.13
H 8.150 -17.611 26.703 0.14
H 8.160 -17.179 28.225 0.04
```

Output
- Maximum force: 8.368 eV Å⁻¹
- Gap between HOMO and LUMO: 8.6 eV
- 2S+1: 1
- Energy above the lowest of the compared OMol25 structures with the same formula, charge and spin: 0.000 eV
- Total energy: -129501.0817 eV
- E_LUMO: -0.1067 Ha
- Net charge: +1



C15H21ClN2O9 | ωB97M-V/def2-TZVPD

```
48
Properties=species:S:1:pos:R:3:lowdin_charge:R:1
C 2.102 -1.268 2.297 -0.07
C 3.005 -1.480 1.089 -0.23
N 2.458 -0.998 -0.198 0.01
C 1.695 0.187 -0.127 -0.18
C 2.197 1.347 0.458 0.06
C 1.427 2.493 0.477 0.01
C 0.170 2.473 -0.094 0.00
N -0.317 1.378 -0.693 0.06
C -1.649 1.366 -1.333 -0.05
C -2.361 2.698 -1.306 -0.14
O -2.734 3.032 0.034 -0.03
C -3.977 2.553 0.401 -0.52
C -4.021 1.592 1.538 0.02
O -4.953 2.917 -0.172 0.15
C 0.424 0.232 -0.717 -0.05
C -0.094 -0.972 -1.460 0.01
C -1.205 -1.689 -0.767 -0.43
O -2.336 -1.667 -1.113 0.18
O -0.832 -2.446 0.325 0.11
C -1.555 -2.178 1.460 -0.51
C -1.666 -3.344 2.370 0.04
O -1.986 -1.091 1.679 0.14
H 2.232 -0.272 2.715 0.07
H 1.061 -1.362 2.021 0.05
H 2.351 -1.983 3.072 0.08
H 3.988 -1.061 1.310 0.11
H 3.162 -2.548 0.971 0.11
H 3.253 -0.767 -0.807 0.07
H 3.176 1.368 0.909 0.14
H 1.772 3.409 0.923 0.12
H -0.426 3.366 -0.073 0.13
H -1.562 1.049 -2.364 0.15
H -2.261 0.651 -0.796 0.13
H -1.732 3.513 -1.648 0.13
H -3.224 2.656 -1.963 0.14
H -3.122 1.605 2.143 0.08
H -4.860 1.888 2.157 0.09
H -4.218 0.589 1.175 0.09
H 0.742 -1.654 -1.587 0.14
H -0.412 -0.690 -2.455 0.14
H -0.718 -3.877 2.363 0.10
H -2.426 -4.037 2.028 0.10
H -1.858 -2.970 3.366 0.09
O 5.549 -0.593 -4.136 -0.34
Cl 4.264 -0.806 -3.542 0.64
O 3.328 0.207 -3.975 -0.39
O 4.391 -0.704 -2.088 -0.41
O 3.759 -2.113 -3.866 -0.36
```

Output
- Maximum force: 0.898 eV Å⁻¹
- Gap between HOMO and LUMO: 7.2 eV
- 2S+1: 1
- Total energy: -49817.4283 eV
- E_LUMO: -0.0550 Ha



C4H6O2 | ωB97M-V/def2-TZVPD

```
12
Properties=species:S:1:pos:R:3:lowdin_charge:R:1
O -1.675 0.687 0.542 0.00
C -0.974 -0.235 -0.229 -0.35
C 0.175 0.186 -1.072 -0.05
C 0.406 -0.654 0.183 -0.17
C 1.273 0.054 1.156 -0.24
O 2.220 -0.470 1.696 0.05
H -2.336 1.093 -0.036 0.11
H -1.571 -1.062 -0.616 0.15
H 0.366 -0.239 -2.051 0.11
H 0.472 1.227 -0.951 0.11
H 0.628 -1.714 0.101 0.14
H 1.067 1.137 1.278 0.13
```

Output
- Maximum force: 0.477 eV Å⁻¹
- Gap between HOMO and LUMO: 10.5 eV
- SMILES: O=C[C@@H]1C[C@@H]1O
- 2S+1: 1
- Energy above the lowest of the compared OMol25 structures with the same formula, charge and spin: 1.770 eV
- Total energy: -8338.6909 eV
- E_LUMO: 0.0253 Ha



H3INP | ωB97M-V/def2-TZVPD

```
6
Properties=species:S:1:pos:R:3:lowdin_charge:R:1
N 0.646 0.558 -0.350 -0.43
P 0.593 -0.991 -0.283 0.67
I -3.252 0.479 0.202 0.29
H 1.539 0.913 -0.020 -0.05
H -1.631 0.423 0.654 -0.36
H 2.105 -1.383 -0.204 -0.13
```

Output
- Maximum force: 1.984 eV Å⁻¹
- Gap between HOMO and LUMO: 9.0 eV
- SMILES: [H]/N=P\[H].I
- 2S+1: 1
- Energy above the lowest of the compared OMol25 structures with the same formula, charge and spin: 1.969 eV
- Total energy: -18926.4332 eV
- E_LUMO: -0.0265 Ha



C9H11BrN3PS | ωB97M-V/def2-TZVPD

```
26
Properties=species:S:1:pos:R:3:lowdin_charge:R:1
C -2.165 1.533 2.138 -0.17
C -1.388 0.219 2.646 -0.26
C -1.563 -1.021 1.591 -0.61
Br -3.350 -0.992 0.677 0.65
C -0.335 -0.861 0.545 -0.19
C -0.464 -0.226 -0.885 -0.02
C 0.834 -0.104 -1.762 -0.25
P 0.599 0.699 -3.474 0.70
N -0.274 2.051 -3.274 -0.37
C 2.253 -0.582 -1.306 -0.29
N 3.534 -0.561 -1.969 -0.28
S 4.679 -1.258 -0.888 0.92
N 3.720 -1.666 0.483 -0.27
C 2.370 -1.244 0.121 -0.27
C 1.069 -1.359 0.983 0.03
H -1.999 1.588 0.991 0.06
H -1.755 2.512 2.560 0.08
H -3.297 1.506 2.299 0.06
H -0.260 0.488 2.615 0.11
H -1.621 -0.084 3.723 0.11
H -1.517 -2.040 2.128 0.10
H -1.466 0.137 -1.285 0.08
H -0.115 -0.193 -4.364 0.00
H 1.867 1.121 -4.045 0.00
H -0.497 2.185 -2.274 -0.06
H 1.143 -1.849 2.025 0.12
```

Output
- Maximum force: 5.072 eV Å⁻¹
- Gap between HOMO and LUMO: 6.5 eV
- SMILES: CC[C@@H](Br)c1cc([PH2]=N)c2nsnc2c1
- 2S+1: 1
- Total energy: -104141.3785 eV
- E_LUMO: -0.0693 Ha



- Which of these has the lowest total energy?
  C35H71FN3O15S5